No. 1
Formula: C4HO4
Source: the OMol25 dataset
Level of theory: ωB97M-V with the def2-TZVPD basis set

Last column: Mulliken charge in e.
Cartesian coordinates (Å):
1 C 0.535 0.874 -1.387  -0.18
2 C 1.548 0.786 -0.471  -0.05
3 C 0.682 1.822 0.395  0.59
4 C 2.547 -0.326 -0.139  0.52
5 O 2.842 -0.470 1.087  -0.70
6 O 0.701 2.536 1.348  -0.53
7 O 2.770 -1.112 -1.092  -0.71
8 O -0.289 1.752 -0.584  -0.36
9 H 0.178 0.322 -2.176  0.43

E_LUMO: 3.8 eV
Frontier orbital gap: 8.399 eV
Total charge: -1
HOMO: -4.64 eV
Energy relative to the best compared isomer or geometry (same formula, charge and spin): 22.2 kcal per mole

---

No. 2
Formula: CHLiMgO2
Source: the OMol25 dataset
Level of theory: ωB97M-V with the def2-TZVPD basis set

Last column: Mulliken charge in e.
Cartesian coordinates (Å):
1 H 1.602 -0.696 -0.507  0.45
2 O 0.788 -0.821 0.106  -0.23
3 C -0.024 0.034 -0.558  -0.02
4 O -0.730 0.666 0.289  -0.45
5 Li -1.423 1.301 -1.385  1.00
6 Mg -0.212 -0.484 2.054  1.25

E_LUMO: -11.6 eV
Frontier orbital gap: 7.543 eV
Total charge: +2
HOMO: -19.15 eV
Energy relative to the best compared isomer or geometry (same formula, charge and spin): 14.6 kcal per mole

---

No. 3
Formula: C11H20I2N3ORu
Source: the OMol25 dataset
Level of theory: ωB97M-V with the def2-TZVPD basis set

Last column: Mulliken charge in e.
Cartesian coordinates (Å):
1 C 0.946 3.005 3.579  -0.57
2 I 0.113 0.880 3.239  -0.93
3 H 0.140 3.551 4.080  0.12
4 H 1.265 3.492 2.655  0.37
5 H 1.840 2.851 4.187  0.00
6 C -0.816 2.556 -2.838  -0.56
7 C -0.487 1.398 -0.912  -0.05
8 N -0.156 1.490 -2.240  0.41
9 H -2.162 4.018 -1.919  0.43
10 I -2.491 -0.584 0.737  -0.55
11 N -1.270 2.484 -0.688  0.49
12 H -0.789 2.783 -3.891  0.42
13 Ru 0.316 0.348 0.701  0.26
14 C 2.062 1.025 0.621  0.09
15 O 3.189 1.356 0.406  -0.37
16 C -1.505 3.169 -1.859  -0.61
17 C -1.952 2.826 0.547  -0.85
18 H -3.032 2.863 0.324  0.30
19 H -1.607 3.811 0.893  0.31
20 H -1.714 2.076 1.304  0.10
21 C 0.622 0.556 -3.027  -1.01
22 H 1.459 1.064 -3.518  0.34
23 H -0.024 0.118 -3.797  0.33
24 H 1.019 -0.224 -2.385  0.21
25 C -0.593 -3.526 1.347  -1.40
26 C 0.344 -2.950 0.298  1.42
27 C 1.717 -3.539 0.571  -1.76
28 C -0.096 -3.269 -1.128  -1.39
29 N 0.484 -1.430 0.417  -0.55
30 H -0.605 -4.621 1.218  0.40
31 H -1.617 -3.142 1.234  0.24
32 H -0.238 -3.302 2.364  0.25
33 H 1.708 -4.629 0.512  0.40
34 H 2.443 -3.173 -0.153  0.38
35 H 2.060 -3.263 1.568  0.40
36 H -1.048 -2.782 -1.371  0.25
37 H 0.677 -2.928 -1.832  0.30
38 H -0.203 -4.355 -1.247  0.40

E_LUMO (alpha / beta): 4.8 / 4.7 eV
Frontier orbital gap (alpha / beta): 2.536 / 6.090 eV
Total charge: -2
Spin multiplicity: 6
HOMO (alpha / beta): 2.30 / -1.35 eV
Energy relative to the best compared isomer or geometry (same formula, charge and spin): 0.0 kcal per mole